Record 1
Below is a molecular structure, C24H30N2P2Rh in a non-equilibrium geometry, with properties calculated with ωB97M-V/def2-TZVPD.

Its expectation value of S² is 6.053. As for the HOMO energy (spin up / spin down): -8.1 / -10.5 eV. As for the lowest unoccupied orbital energy (spin up / spin down): -2.7 / -5.1 eV.

```
! RIJCOSX wB97M-V def2-TZVPD def2/J DEFGRID3
* xyz 1 5
C 4.223 0.831 1.210
C 3.181 0.545 0.336
C 2.724 -0.860 0.235
C 3.056 -1.827 1.294
C 3.758 -1.255 2.408
C 4.532 -0.097 2.237
C 2.521 -3.162 1.241
C 1.711 -3.500 0.104
C 1.416 -2.462 -0.901
C 0.489 -2.766 -2.010
C 0.176 -4.089 -2.273
C 0.429 -5.052 -1.261
C 0.946 -4.693 -0.020
H 4.796 1.773 1.164
H 3.758 -1.853 3.318
H 5.375 0.083 2.918
H 2.427 -3.746 2.208
H -0.310 -4.422 -3.208
H 0.233 -6.108 -1.439
H 0.883 -5.302 0.882
N 2.052 -1.283 -0.848
Rh -0.927 0.409 0.118
C 2.540 1.614 -0.516
H 2.379 1.279 -1.541
H 3.069 2.579 -0.614
C -0.060 -1.629 -2.851
H 0.745 -0.935 -3.138
H -0.530 -1.938 -3.805
P 0.757 1.835 0.199
P -1.238 -0.661 -1.814
C -2.844 -1.467 -1.975
H -3.590 -0.815 -1.512
H -3.069 -1.670 -3.030
H -2.819 -2.396 -1.398
C -1.409 0.890 -2.767
H -1.948 0.657 -3.698
H -1.966 1.613 -2.152
H -0.408 1.299 -2.975
C 1.083 2.545 1.845
H 1.814 3.370 1.801
H 0.116 2.886 2.237
H 1.452 1.756 2.513
C 0.084 3.213 -0.757
H -0.953 3.320 -0.424
H 0.658 4.126 -0.566
H 0.074 2.966 -1.822
H -1.065 -0.365 1.409
H -1.677 -1.072 0.107
C -4.340 3.145 2.201
C -3.271 2.701 2.967
C -2.334 1.797 2.469
N -2.400 1.359 1.199
C -3.464 1.726 0.465
C -4.418 2.626 0.915
H -5.069 3.872 2.563
H -3.176 3.036 3.989
H -1.510 1.382 3.055
H -3.461 1.274 -0.525
H -5.202 2.918 0.234
*
```


Record 2
Below is a single C24H30N4O3 molecule, with properties calculated with ωB97M-V/def2-TZVPD.

Its structure (SMILES) is CCN(CC)CCNC(=O)c1cc(Nc2ccc(OC)c(OC)c2)nc2ccccc12. Its energy relative to the best compared isomer or geometry (same formula, charge and spin) is 312.9 kJ/mol. As for the HOMO energy: -7.2 eV. As for the lowest unoccupied orbital energy: 0.3 eV.

```
! RIJCOSX wB97M-V def2-TZVPD def2/J DEFGRID3
* xyz 0 1
C -3.270 -2.451 -2.745
C -3.914 -1.640 -3.871
N -3.461 -0.256 -3.839
C -4.461 0.701 -3.408
C -5.567 1.007 -4.424
C -2.682 0.158 -4.990
C -1.275 -0.445 -4.909
N -0.699 -0.136 -3.623
C 0.511 0.447 -3.473
O 1.268 0.652 -4.402
C 0.833 0.767 -2.045
C 0.619 -0.169 -1.073
C 0.944 0.131 0.282
N 0.717 -0.847 1.207
C 0.927 -0.850 2.582
C 1.418 0.238 3.290
C 1.583 0.131 4.655
C 1.279 -1.029 5.362
O 1.511 -0.937 6.706
C 1.243 -2.012 7.575
C 0.784 -2.134 4.647
O 0.484 -3.286 5.338
C 0.004 -4.398 4.630
C 0.618 -2.021 3.274
N 1.432 1.294 0.641
C 1.655 2.233 -0.298
C 2.186 3.471 0.117
C 2.437 4.457 -0.797
C 2.171 4.252 -2.158
C 1.651 3.062 -2.592
C 1.384 2.028 -1.679
H -2.193 -2.506 -2.878
H -3.479 -1.986 -1.785
H -3.671 -3.462 -2.737
H -5.002 -1.688 -3.756
H -3.668 -2.097 -4.835
H -4.908 0.312 -2.489
H -3.941 1.630 -3.156
H -6.286 1.695 -3.989
H -5.151 1.463 -5.319
H -6.091 0.098 -4.713
H -2.595 1.246 -4.964
H -3.142 -0.130 -5.949
H -0.623 -0.027 -5.679
H -1.319 -1.532 -5.042
H -1.356 -0.173 -2.857
H 0.226 -1.146 -1.320
H 0.358 -1.715 0.833
H 1.662 1.145 2.766
H 1.963 0.964 5.224
H 0.187 -2.290 7.565
H 1.512 -1.646 8.567
H 1.849 -2.888 7.336
H -0.950 -4.185 4.135
H 0.729 -4.753 3.889
H -0.148 -5.174 5.379
H 0.239 -2.862 2.713
H 2.385 3.609 1.168
H 2.846 5.404 -0.474
H 2.380 5.041 -2.865
H 1.459 2.895 -3.641
*
```


Record 3
Below is a single C24H30N4O3 molecule, with properties calculated with ωB97M-V/def2-TZVPD.

Its structure (SMILES) is Cc1cccc(N(CC(=O)NC2CCCCC2)C(=O)CCC(=O)Nc2ccccn2)c1. Its energy relative to the best compared isomer or geometry (same formula, charge and spin) is 38.8 kJ/mol. As for the HOMO energy: -8.9 eV. As for the lowest unoccupied orbital energy: 0.6 eV.

```
! RIJCOSX wB97M-V def2-TZVPD def2/J DEFGRID3
* xyz 0 1
C -0.126 -2.898 6.267
C -0.394 -2.744 4.802
C -1.417 -3.464 4.193
C -1.656 -3.349 2.835
C -0.882 -2.504 2.058
C 0.134 -1.775 2.659
N 0.960 -0.932 1.862
C 2.044 -1.601 1.160
C 1.629 -2.100 -0.236
O 1.505 -3.281 -0.492
N 1.436 -1.097 -1.099
C 1.052 -1.298 -2.480
C 0.086 -0.198 -2.919
C 0.779 1.160 -3.009
C 1.991 1.091 -3.932
C 2.972 0.030 -3.443
C 2.290 -1.333 -3.385
C 0.725 0.375 1.649
O 1.356 1.023 0.825
C -0.341 1.027 2.516
C -1.752 0.791 1.963
C -1.862 1.100 0.476
O -2.102 0.245 -0.347
N -1.700 2.420 0.191
C -1.809 3.074 -1.031
C -2.340 2.490 -2.180
C -2.417 3.269 -3.320
C -1.971 4.583 -3.281
C -1.474 5.066 -2.082
N -1.398 4.337 -0.983
C 0.383 -1.902 4.019
H -1.056 -2.875 6.832
H 0.527 -2.109 6.631
H 0.356 -3.856 6.459
H -2.026 -4.125 4.792
H -2.448 -3.920 2.376
H -1.055 -2.409 0.997
H 2.869 -0.890 1.055
H 2.361 -2.458 1.757
H 1.542 -0.145 -0.769
H 0.557 -2.276 -2.523
H -0.743 -0.149 -2.211
H -0.318 -0.464 -3.898
H 1.093 1.489 -2.016
H 0.071 1.902 -3.385
H 2.483 2.065 -3.972
H 1.663 0.840 -4.944
H 3.337 0.302 -2.451
H 3.834 -0.019 -4.113
H 2.982 -2.089 -3.009
H 1.979 -1.629 -4.389
H -0.289 0.638 3.533
H -0.115 2.095 2.537
H -2.034 -0.254 2.100
H -2.463 1.417 2.507
H -1.373 3.037 0.923
H -2.675 1.468 -2.169
H -2.821 2.853 -4.231
H -2.014 5.214 -4.155
H -1.121 6.084 -1.987
H 1.193 -1.340 4.464
*
```


Record 4
Below is a single C24H30N4O4 molecule, with properties calculated with ωB97M-V/def2-TZVPD.

Its structure (SMILES) is CCN(CC(=O)Nc1cccc(OC)c1)C(=O)C1CCN(C(=O)Nc2ccccc2)CC1. Its energy relative to the best compared isomer or geometry (same formula, charge and spin) is 32.9 kJ/mol. As for the HOMO energy: -8.1 eV. As for the lowest unoccupied orbital energy: 0.6 eV.

```
! RIJCOSX wB97M-V def2-TZVPD def2/J DEFGRID3
* xyz 0 1
C -1.627 3.823 -1.396
C -1.334 2.856 -0.248
N 0.027 2.354 -0.286
C 0.451 1.776 -1.552
C -0.532 0.741 -2.106
O -0.981 0.857 -3.229
N -0.811 -0.254 -1.238
C -1.613 -1.381 -1.449
C -2.157 -1.711 -2.689
C -2.924 -2.853 -2.804
C -3.167 -3.678 -1.718
C -2.627 -3.348 -0.479
O -2.794 -4.076 0.665
C -3.569 -5.246 0.606
C -1.854 -2.199 -0.353
C 0.981 2.534 0.655
O 2.155 2.306 0.402
C 0.563 3.014 2.049
C 1.813 3.116 2.936
C 2.484 1.735 3.112
N 1.525 0.674 2.883
C 1.414 -0.068 1.736
O 0.323 -0.502 1.382
N 2.573 -0.376 1.081
C 2.596 -0.958 -0.198
C 3.502 -0.475 -1.139
C 3.532 -1.012 -2.412
C 2.661 -2.032 -2.760
C 1.775 -2.526 -1.820
C 1.746 -2.005 -0.539
C 0.261 0.989 3.523
C -0.465 2.087 2.732
H -1.637 3.306 -2.351
H -2.604 4.272 -1.241
H -0.882 4.615 -1.426
H -1.499 3.375 0.695
H -2.031 2.012 -0.305
H 1.418 1.291 -1.386
H 0.587 2.551 -2.312
H -0.367 -0.243 -0.317
H -1.977 -1.080 -3.542
H -3.344 -3.113 -3.764
H -3.770 -4.562 -1.849
H -3.137 -5.983 -0.080
H -3.567 -5.653 1.617
H -4.600 -5.033 0.306
H -1.439 -1.953 0.611
H 0.140 4.018 1.940
H 2.526 3.803 2.482
H 1.515 3.520 3.904
H 2.873 1.632 4.132
H 3.320 1.653 2.421
H 3.376 0.202 1.279
H 4.165 0.335 -0.871
H 4.233 -0.626 -3.137
H 2.678 -2.440 -3.760
H 1.097 -3.325 -2.080
H 1.062 -2.402 0.192
H 0.483 1.310 4.542
H -0.347 0.085 3.561
H -1.098 1.607 1.988
H -1.100 2.666 3.404
*
```